a | Entry from the Open Molecules 2025 dataset: a single C2H6N2O2S molecule (the ωB97M-V functional and the def2-TZVPD basis).

```
13
Properties=species:S:1:pos:R:3
O -0.818 -2.343 0.241
S -0.135 -1.133 -0.270
O 1.150 -1.793 -1.179
N -0.780 -0.141 -1.188
N -1.286 0.966 -0.465
C -0.134 1.350 0.433
C 0.526 0.102 0.961
H 1.050 -2.651 -1.594
H -1.411 1.804 -1.119
H -0.449 2.037 1.280
H 0.418 2.043 -0.113
H 1.671 0.029 1.103
H 0.197 -0.267 1.910
```

Its structure (SMILES) is O=[S@@]1(O)=NNCC1. Its HOMO energy is -0.305 Ha. As for the HOMO-LUMO gap: 8.9 eV.

Results of the Löwdin charge analysis, in e, for atoms 1 through 8: number 1, O, carries -0.345; number 2, S, carries 0.787; number 3, O, carries -0.214; number 4, N, carries -0.276; number 5, N, carries -0.140; number 6, C, carries -0.254; number 7, C, carries -0.180; number 8, H, carries 0.066

b | Entry from the Open Molecules 2025 dataset: a 2-piece molecular cluster, C2H6N2O2S overall (the ωB97M-V functional and the def2-TZVPD basis).

```
13
Properties=species:S:1:pos:R:3
C 1.407 1.200 -0.071
C 0.415 1.968 -0.842
N 2.146 0.680 0.645
N 0.280 -1.872 1.072
O -2.353 -1.171 0.744
O -0.668 -1.229 -1.080
S -0.787 -0.722 0.276
H 0.088 2.870 -0.393
H -0.263 1.219 -1.089
H 0.917 2.271 -1.725
H -2.678 -1.528 -0.066
H 1.120 -2.091 0.552
H 0.375 -1.595 1.976
```

Its HOMO energy is -0.366 Ha. As for the HOMO-LUMO gap: 10.7 eV.

Results of the Löwdin charge analysis, in e, for atoms 1 through 8: number 1, C, carries -0.308; number 2, C, carries -0.061; number 3, N, carries 0.137; number 4, N, carries -0.125; number 5, O, carries -0.276; number 6, O, carries -0.453; number 7, S, carries 0.862; number 8, H, carries 0.084

Which of them is least stable? Easy: a.

a | Entry from the Open Molecules 2025 dataset: a 2-piece molecular cluster, C2H6N2O2S overall (the ωB97M-V functional and the def2-TZVPD basis).

```
13
Properties=species:S:1:pos:R:3
C -1.074 1.598 -0.700
C 0.716 -0.204 1.325
N -0.534 2.140 -1.573
N 0.255 -0.627 0.001
O 2.404 0.534 -0.817
O 0.657 -0.370 -2.375
S 1.410 -0.758 -1.220
H 0.956 0.794 1.220
H 1.602 -0.814 1.712
H -0.081 -0.402 2.059
H -0.212 2.838 -2.205
H 2.183 1.388 -1.072
H -0.529 -0.053 -0.216
```

Its HOMO energy is -0.358 Ha. As for the HOMO-LUMO gap: 10.4 eV.

Results of the Löwdin charge analysis, in e, for atoms 1 through 8: number 1, C, carries 0.013; number 2, C, carries -0.164; number 3, N, carries 0.113; number 4, N, carries -0.320; number 5, O, carries -0.301; number 6, O, carries -0.473; number 7, S, carries 0.881; number 8, H, carries 0.026

b | Entry from the Open Molecules 2025 dataset: a single C2H6N2O2S molecule (the ωB97M-V functional and the def2-TZVPD basis).

```
13
Properties=species:S:1:pos:R:3
C 1.216 0.568 0.743
C -0.332 0.723 0.692
N 1.763 -0.140 -0.402
N -1.755 -0.453 -1.298
O 1.049 0.202 -1.496
O -1.854 -1.584 -0.482
S -0.744 0.674 -1.061
H 1.371 1.594 0.710
H 1.602 0.009 1.733
H -0.780 -0.082 1.228
H -0.791 1.730 0.977
H 1.782 -1.150 -0.289
H -2.527 -2.091 -1.055
```

Its HOMO energy is -0.292 Ha. As for the HOMO-LUMO gap: 8.6 eV.

Results of the Löwdin charge analysis, in e, for atoms 1 through 8: number 1, C, carries -0.246; number 2, C, carries -0.327; number 3, N, carries -0.158; number 4, N, carries -0.463; number 5, O, carries -0.370; number 6, O, carries -0.159; number 7, S, carries 1.070; number 8, H, carries 0.070

Which of them is least stable? Easy: b.

a | Entry from the Open Molecules 2025 dataset: a single C16H24N2O molecule (the ωB97M-V functional and the def2-TZVPD basis).

```
43
Properties=species:S:1:pos:R:3
C -1.628 -1.406 -1.760
C -2.534 -0.868 -0.693
C -3.685 -1.553 -0.335
C -4.555 -1.050 0.617
C -4.282 0.164 1.222
C -3.133 0.857 0.890
C -2.253 0.346 -0.055
N -1.069 1.037 -0.380
C -0.940 2.383 -0.472
O -1.852 3.176 -0.386
C 0.502 2.808 -0.723
C 1.414 2.355 0.424
N 1.659 0.920 0.385
C 1.844 0.380 1.724
C 2.219 -1.102 1.757
C 1.503 -1.946 0.702
C 2.262 -1.988 -0.624
C 2.268 -0.670 -1.395
C 2.699 0.541 -0.563
H -0.737 -1.859 -1.326
H -1.314 -0.607 -2.431
H -2.141 -2.167 -2.342
H -3.909 -2.493 -0.821
H -5.447 -1.600 0.876
H -4.960 0.570 1.957
H -2.914 1.806 1.353
H -0.200 0.510 -0.407
H 0.846 2.387 -1.669
H 0.521 3.896 -0.799
H 2.357 2.925 0.391
H 0.920 2.598 1.368
H 2.613 0.945 2.281
H 0.890 0.515 2.245
H 3.297 -1.223 1.635
H 1.969 -1.472 2.754
H 1.417 -2.970 1.072
H 0.493 -1.562 0.558
H 3.293 -2.289 -0.422
H 1.822 -2.758 -1.264
H 2.947 -0.769 -2.245
H 1.271 -0.473 -1.793
H 3.652 0.334 -0.059
H 2.872 1.376 -1.247
```

Its structure (SMILES) is Cc1ccccc1NC(=O)CCN1CCCCCC1. Its HOMO energy is -0.308 Ha. As for the HOMO-LUMO gap: 9.2 eV.

Results of the Löwdin charge analysis, in e, for atoms 1 through 8: number 1, C, carries -0.037; number 2, C, carries -0.213; number 3, C, carries -0.054; number 4, C, carries -0.093; number 5, C, carries -0.084; number 6, C, carries -0.013; number 7, C, carries -0.185; number 8, N, carries 0.136

b | Entry from the Open Molecules 2025 dataset: a single C16H24N2O molecule (the ωB97M-V functional and the def2-TZVPD basis).

```
43
Properties=species:S:1:pos:R:3
C -0.317 0.434 -4.804
C -1.110 0.415 -3.503
C -0.320 -0.240 -2.372
C -1.034 -0.186 -1.022
C -2.315 -1.019 -0.982
C -2.812 -1.243 0.453
C -3.084 0.084 1.115
O -4.067 0.766 0.922
N -2.107 0.535 1.959
N -0.995 -0.172 2.244
C -0.032 0.326 2.904
C 0.022 1.733 3.434
C 1.167 -0.564 3.097
C 2.056 -0.417 1.885
C 2.968 0.625 1.790
C 3.736 0.785 0.650
C 3.599 -0.094 -0.410
C 2.695 -1.139 -0.321
C 1.928 -1.298 0.819
H -0.066 -0.579 -5.112
H -0.894 0.901 -5.599
H 0.609 0.992 -4.678
H -2.044 -0.127 -3.660
H -1.364 1.438 -3.217
H 0.643 0.268 -2.273
H -0.117 -1.282 -2.631
H -1.271 0.854 -0.786
H -0.349 -0.550 -0.254
H -2.129 -1.993 -1.439
H -3.102 -0.520 -1.550
H -3.745 -1.807 0.426
H -2.063 -1.785 1.029
H -2.250 1.465 2.352
H -0.065 2.449 2.616
H 0.955 1.916 3.956
H -0.802 1.909 4.129
H 1.704 -0.283 4.003
H 0.834 -1.599 3.179
H 3.086 1.315 2.614
H 4.444 1.599 0.590
H 4.196 0.033 -1.301
H 2.586 -1.831 -1.143
H 1.226 -2.116 0.889
```

Its structure (SMILES) is CCCCCCC(=O)N/N=C(\C)Cc1ccccc1. Its HOMO energy is -0.325 Ha. As for the HOMO-LUMO gap: 9.6 eV.

Results of the Löwdin charge analysis, in e, for atoms 1 through 8: number 1, C, carries -0.118; number 2, C, carries -0.272; number 3, C, carries -0.231; number 4, C, carries -0.214; number 5, C, carries -0.187; number 6, C, carries -0.115; number 7, C, carries -0.486; number 8, O, carries 0.067

Which of them is least stable? Easy: b.

a | Entry from the Open Molecules 2025 dataset: a 2-piece molecular cluster, C5H15N2 overall (the ωB97M-V functional and the def2-TZVPD basis).

```
22
Properties=species:S:1:pos:R:3
N 1.372 0.413 -1.006
C 1.340 -0.869 -0.310
C 2.616 -1.042 0.490
C 0.126 -0.758 0.659
N -1.055 -0.710 -0.062
C -2.253 -0.872 0.628
C -2.695 0.539 1.180
H 1.995 0.410 -1.803
H 0.460 4.186 -3.629
H 1.133 4.353 -3.902
H 1.090 -1.708 -0.975
H 2.660 -1.956 1.079
H 2.672 -0.188 1.173
H 3.494 -0.965 -0.148
H 0.115 -1.544 1.430
H 0.278 0.207 1.198
H 0.444 0.682 -1.315
H -3.044 -1.158 -0.064
H -2.165 -1.586 1.454
H -3.127 1.105 0.358
H -1.953 1.145 1.690
H -3.505 0.315 1.874
```

As for the total charge: +1. Its HOMO energy is -0.498 Ha. As for the HOMO-LUMO gap: 5.4 eV.

Results of the Löwdin charge analysis, in e, for atoms 1 through 8: number 1, N, carries 0.058; number 2, C, carries -0.430; number 3, C, carries -0.047; number 4, C, carries -0.160; number 5, N, carries 0.238; number 6, C, carries -0.194; number 7, C, carries 0.017; number 8, H, carries 0.098

b | Entry from the Open Molecules 2025 dataset: an isolated ion of composition C5H15N2 and charge +1 (the ωB97M-V functional and the def2-TZVPD basis).

```
22
Properties=species:S:1:pos:R:3
C -0.438 -2.695 0.485
C -0.941 -1.294 0.521
C -0.124 -0.507 1.479
N 0.750 0.348 0.683
C -0.055 1.452 0.200
C -0.254 1.234 -1.320
N 1.082 1.549 -1.827
H -0.095 -3.033 1.412
H 0.389 -2.585 -0.193
H -1.168 -3.353 0.164
H -1.059 -1.057 -0.502
H -1.974 -1.278 0.850
H -0.913 0.170 2.072
H 0.347 -1.162 2.239
H 1.704 0.646 1.156
H 1.187 0.061 -0.205
H 0.419 2.373 0.441
H -1.038 1.401 0.790
H -1.167 1.934 -1.528
H -0.673 0.409 -1.816
H 1.147 0.789 -2.598
H 0.952 2.270 -2.461
```

As for the total charge: +1. Its structure (SMILES) is CCC[NH2+]CCN. Its HOMO energy is -0.546 Ha. As for the HOMO-LUMO gap: 11.8 eV.

Results of the Löwdin charge analysis, in e, for atoms 1 through 8: number 1, C, carries -0.072; number 2, C, carries -0.265; number 3, C, carries -0.159; number 4, N, carries 0.012; number 5, C, carries -0.156; number 6, C, carries -0.258; number 7, N, carries 0.018; number 8, H, carries 0.066

Which of them is least stable? Easy: a.